Record 1
ORCA calculation (ωB97M-V/def2-TZVPD) on a structure of composition C32H24FN8Ti in a non-equilibrium geometry.

```
66
Properties=species:S:1:pos:R:3:nbo_charge:R:1
Ti -1.076 -0.518 -0.355 1.835
F -5.035 -2.901 -3.352 -0.265
N -0.002 0.676 0.838 -0.600
N -0.463 -1.820 1.203 -0.533
N 3.970 4.694 4.993 -0.327
N -0.659 1.135 -1.556 -0.521
N -0.302 -3.118 3.626 -0.257
N -0.499 -1.719 -1.955 -0.667
N -0.107 3.449 -2.957 -0.260
N -0.022 -2.909 -3.742 -0.453
C 0.323 0.243 2.076 0.189
C -0.984 -2.387 -3.002 0.300
C 0.917 -1.840 -2.046 0.113
C 1.565 2.255 2.489 0.130
C 1.215 -2.590 -3.176 0.091
C 1.086 1.006 2.923 -0.150
C -4.524 -0.734 -2.645 -0.257
C 3.521 -2.415 -2.759 -0.168
C -0.057 -1.813 3.536 0.054
C 1.946 -1.354 -1.238 -0.262
C -3.410 -1.839 -0.338 -0.215
C 3.089 5.233 4.150 0.063
C -3.955 0.089 -1.699 -0.085
C -0.582 -3.784 2.511 0.042
C -1.061 1.285 -2.823 0.058
C -4.513 -2.114 -2.430 0.449
C 2.393 3.095 3.358 -0.104
C 3.298 2.521 4.247 -0.221
C -0.093 -1.156 2.320 0.154
C -0.691 -3.135 1.289 0.052
C -3.962 -2.681 -1.299 -0.252
C -3.410 -0.438 -0.505 -0.197
C -2.737 0.389 0.490 -0.710
C -0.779 2.451 -3.518 0.038
C 0.300 3.295 -1.701 0.065
C 0.456 1.866 0.397 0.279
C 1.249 2.661 1.181 -0.215
C 2.512 -2.901 -3.563 -0.176
C 2.289 4.481 3.301 -0.212
C 0.041 2.138 -0.990 0.134
C 4.072 3.366 5.030 0.065
C 3.241 -1.652 -1.614 -0.148
H 4.551 -2.628 -3.014 0.261
H 1.650 3.590 0.798 0.263
H 0.846 4.117 -1.255 0.240
H 4.803 2.959 5.717 0.228
H -3.992 1.164 -1.831 0.240
H 3.017 6.313 4.154 0.228
H 1.774 -0.775 -0.340 0.209
H -5.011 -0.338 -3.528 0.278
H 4.064 -1.294 -1.009 0.247
H 1.325 0.654 3.917 0.257
H -1.611 0.474 -3.276 0.236
H 1.573 4.972 2.652 0.222
H 2.724 -3.493 -4.444 0.261
H -0.742 -4.852 2.589 0.256
H -2.866 1.461 0.389 0.268
H 3.436 1.449 4.307 0.221
H -0.960 -3.659 0.382 0.241
H -4.029 -3.753 -1.153 0.271
H -2.030 -2.501 -3.234 0.242
H -2.845 0.058 1.522 0.265
H -1.103 2.580 -4.544 0.253
H -3.142 -2.258 0.625 0.248
H 0.174 -1.289 4.456 0.244
H -0.170 -3.461 -4.577 0.465
```

Calculated values
Energy (eV): -71303.563
Molar mass (g/mol): 587.5
HOMO-LUMO gap (eV): 5.6
Net charge: +3

Record 2
ORCA calculation (ωB97M-V/def2-TZVPD) on a structure of composition C32H25ClFeN5O5S2 in a non-equilibrium geometry.

```
71
Properties=species:S:1:pos:R:3:lowdin_spin:R:1
Fe 0.084 -0.730 0.446 1.030
Cl -5.142 0.618 -3.686 0.000
S 3.486 -0.527 0.048 0.002
S -4.228 0.330 0.431 -0.001
O 0.070 -1.224 -1.707 -0.004
O 0.382 -4.576 -0.569 0.007
O 3.254 -0.916 -1.316 0.000
O 4.299 -1.336 0.902 0.000
O 0.220 -2.636 0.547 0.019
N -1.959 -0.822 0.584 -0.005
N 5.833 4.906 -0.132 0.000
N 0.517 -0.377 2.338 -0.017
N 1.992 -0.375 0.717 0.008
N 2.707 0.336 2.928 0.002
C -1.666 1.509 0.397 -0.003
C 3.747 1.992 -0.958 0.000
C 0.908 0.347 4.525 0.002
C -3.583 0.022 -3.198 0.000
C 0.406 -3.360 -0.523 0.003
C 0.052 -0.123 3.550 -0.003
C -2.908 -1.843 0.707 0.000
C -1.166 -0.966 -2.304 0.000
C 0.574 2.296 0.395 -0.001
C 2.231 0.556 4.153 -0.001
C 5.255 3.650 -0.062 0.000
C -2.165 -1.883 -2.635 0.000
C -1.262 3.866 0.324 0.002
C -3.383 -1.337 -3.064 0.000
C 5.122 1.462 0.950 0.000
C -4.222 -1.390 0.620 0.000
C 5.667 2.730 0.907 0.000
C -2.553 0.909 -2.947 0.000
C -2.086 -3.393 -2.584 0.000
C -2.155 2.808 0.354 -0.002
C 4.158 1.094 0.022 0.000
C -2.678 -3.199 0.936 0.000
C -5.318 -2.241 0.691 0.000
C -5.075 -3.586 0.877 0.000
C 0.102 3.601 0.355 -0.001
C 4.284 3.263 -0.996 0.000
C 1.822 -0.129 2.051 -0.001
C -3.763 -4.051 1.011 0.000
C 0.688 -2.539 -1.779 0.000
C -0.303 1.214 0.397 -0.031
C -1.349 0.396 -2.511 0.000
C -2.513 0.334 0.477 -0.001
H 1.644 2.136 0.421 -0.001
H 3.015 1.684 -1.698 0.000
H -0.521 1.058 -2.281 0.000
H -6.328 -1.858 0.605 0.000
H -1.622 4.887 0.286 0.000
H -5.904 -4.280 0.936 0.000
H -3.077 -3.804 -2.785 0.000
H -1.000 -0.311 3.730 0.000
H -3.226 2.994 0.348 0.000
H -1.759 -3.785 -1.628 0.000
H 6.312 5.239 0.686 0.000
H -2.690 1.974 -3.078 0.000
H 6.427 3.017 1.627 0.000
H -1.669 -3.570 1.065 0.000
H 3.970 3.963 -1.765 0.000
H 1.753 -2.337 -1.794 0.000
H 2.947 0.933 4.878 0.000
H 0.409 -3.039 -2.700 0.000
H -4.199 -2.011 -3.294 0.000
H -1.414 -3.790 -3.345 0.000
H 5.428 0.746 1.703 0.000
H -3.586 -5.107 1.181 0.000
H 0.560 0.545 5.529 0.000
H 0.810 4.423 0.346 0.000
H 5.340 5.614 -0.642 0.000
```

Calculated values
Energy (eV): -119859.457
Molar mass (g/mol): 715.0
HOMO-LUMO gap (alpha / beta) (eV): 8.0 / 8.0
Net charge: 0
Multiplicity: 2

Record 3
ORCA calculation (ωB97M-V/def2-TZVPD) on a structure of composition C32H25CuF6N6O14S2 in a non-equilibrium geometry.

```
86
Properties=species:S:1:pos:R:3:lowdin_spin:R:1
Cu -1.375 1.528 2.281 0.085
S 0.238 -0.545 0.984 0.000
S -1.215 0.343 -1.048 0.000
F -0.613 2.564 -2.497 0.000
F -2.444 1.835 -3.112 0.000
F 3.001 -1.180 1.065 0.000
F 2.222 -0.493 -0.833 0.000
F 2.509 0.844 0.694 0.000
F -2.400 2.844 -1.188 0.000
O -1.233 3.772 1.511 -0.002
O -0.243 -0.281 -1.920 0.001
O -2.438 -0.412 -0.787 0.000
O -4.129 1.977 0.553 0.000
O -0.149 -1.886 0.437 0.000
O -1.545 5.900 1.763 0.000
O 6.115 -5.823 2.613 0.000
O 1.592 4.098 2.642 0.705
O -0.269 -5.750 -6.121 0.000
O 0.684 2.192 3.156 0.666
O -3.636 0.829 2.219 0.002
O 0.219 -0.487 2.451 0.003
O -0.843 -4.338 -7.628 0.000
O 7.181 -6.354 0.752 0.000
N 1.646 2.992 3.207 0.444
N 6.237 -5.846 1.367 0.000
N -0.723 0.873 0.428 0.003
N -4.475 1.130 1.322 0.000
N -1.022 4.952 1.218 -0.001
N -0.782 -4.717 -6.457 0.000
C 1.710 5.558 -2.052 -0.001
C -0.046 5.237 0.152 0.001
C 5.263 2.066 5.446 0.043
C 0.819 4.153 -0.309 0.001
C -6.246 -0.300 2.149 0.000
C -1.726 1.993 -2.034 0.000
C -2.105 -2.737 -5.785 0.000
C -5.653 0.244 1.070 0.000
C -2.818 -2.034 -4.790 0.000
C -1.330 -4.119 -4.052 0.000
C -6.183 0.270 -0.197 0.000
C 4.232 1.101 5.281 -0.006
C 3.911 3.585 4.112 0.038
C 5.079 3.304 4.824 -0.006
C 2.936 2.615 3.930 -0.021
C 5.196 -4.669 -0.575 0.000
C 1.657 4.261 -1.424 0.002
C 2.757 -4.557 0.747 0.000
C -8.002 -1.011 0.689 0.000
C -7.345 -0.457 -0.391 0.000
C 0.905 6.598 -1.563 0.002
C 3.086 1.335 4.522 0.034
C 2.129 -0.400 0.471 0.000
C -7.487 -0.847 1.985 0.000
C -2.841 -2.418 -3.474 0.000
C 3.791 -5.163 1.356 0.000
C 4.216 -3.888 -1.134 0.000
C -2.038 -3.431 -3.042 0.000
C -1.353 -3.815 -5.431 0.000
C 5.051 -5.240 0.658 0.000
C 0.080 6.492 -0.423 -0.001
C 2.943 -3.958 -0.475 0.000
H 5.807 4.096 4.920 -0.001
H 3.673 4.560 3.712 0.003
H -7.792 -0.271 -1.356 0.000
H -5.772 0.865 -0.999 0.000
H -0.802 -5.020 -3.779 0.000
H 2.059 -3.484 -0.873 0.000
H 2.069 5.703 -3.060 0.000
H -2.219 -2.556 -6.844 0.000
H 6.178 -4.743 -1.018 0.000
H 4.243 0.139 5.772 -0.001
H -8.036 -1.174 2.856 0.000
H 2.234 0.672 4.509 0.002
H 0.717 3.123 0.002 0.000
H -8.863 -1.640 0.519 0.000
H -0.370 7.408 -0.070 0.000
H 1.117 7.579 -1.963 0.000
H -3.548 -1.329 -5.159 0.000
H 2.028 3.503 -2.098 0.000
H 6.128 1.771 6.021 0.003
H -5.799 -0.256 3.131 0.000
H 4.442 -3.506 -2.118 0.000
H 1.762 -4.514 1.165 0.000
H -1.988 -3.616 -1.979 0.000
H 3.563 -5.755 2.230 0.000
H -3.530 -1.885 -2.835 0.000
```

Calculated values
Energy (eV): -153788.218
Molar mass (g/mol): 959.2
HOMO-LUMO gap (alpha / beta) (eV): 7.1 / 5.4
Net charge: 0
Multiplicity: 3